# 1
This record from OMol25 describes C25H20Cl8N5O5S2Zr as an isolated structure. The level of theory is wB97M-V/def2-TZVPD.

For the HOMO energy (alpha / beta), the calculation gives 0.01818 / -0.03000 Eh. The expectation value of S² is 0.774. The total charge is -2. As for the spin multiplicity: 2. The orbital gap (alpha / beta) is 3.347 / 4.657 eV. As for the LUMO energy (alpha / beta): 3.8413 / 3.8412 eV.

Element x y z (Å)
Zr: -0.409 -0.745 1.100
C: 4.856 0.584 -4.322
C: 3.650 1.316 -3.816
N: 2.936 0.454 -2.876
C: 2.705 0.721 -1.585
S: 3.150 2.134 -0.814
N: 2.107 -0.298 -0.925
N: 1.731 -0.094 0.324
C: 2.560 0.402 1.289
C: 4.017 0.063 1.430
C: 1.836 1.118 2.271
C: 2.483 2.157 2.995
C: 1.740 3.140 3.615
C: 0.360 3.078 3.609
C: -0.230 1.882 3.188
N: 0.531 0.970 2.425
H: 5.442 1.188 -4.998
H: 4.531 -0.314 -4.861
H: 5.527 0.274 -3.490
H: 2.885 1.631 -4.544
H: 4.073 2.222 -3.277
H: 2.767 -0.472 -3.248
H: 4.424 0.133 0.410
H: 4.110 -1.035 1.678
H: 4.505 0.693 2.123
H: 3.622 2.164 3.017
H: 2.210 4.074 3.914
H: -0.266 3.946 3.809
H: -1.256 1.540 3.352
Cl: -4.260 -0.658 -0.496
C: -3.235 -2.062 -0.787
C: -1.951 -2.068 -0.277
C: -1.071 -2.987 -0.910
Cl: 0.598 -2.828 -0.566
C: -1.551 -3.971 -1.746
Cl: -0.604 -5.359 -2.153
C: -2.913 -4.054 -2.139
Cl: -3.474 -5.218 -3.285
C: -3.754 -3.127 -1.562
Cl: -5.378 -3.064 -1.979
O: -0.781 0.477 -0.573
N: -1.570 1.129 -1.406
C: -1.970 0.545 -2.573
C: -2.791 1.176 -3.505
C: -3.041 2.516 -3.304
C: -2.471 3.195 -2.238
C: -1.662 2.524 -1.250
S: -0.778 3.440 -0.157
H: -1.663 -0.487 -2.738
H: -3.242 0.642 -4.338
H: -3.558 3.142 -4.071
H: -2.688 4.263 -2.137
C: 0.620 -3.828 3.550
C: 0.202 -2.686 2.749
O: -1.053 -2.489 2.559
O: 1.097 -1.923 2.238
H: 1.522 -3.611 4.177
H: 1.019 -4.527 2.841
H: -0.295 -4.314 4.019
Cl: -4.977 1.679 3.873
C: -3.986 0.318 3.325
Cl: -5.215 -0.987 3.026
Cl: -2.939 -0.212 4.699
C: -3.181 0.770 2.025
O: -3.555 1.629 1.260
O: -2.048 0.089 2.053

---

# 2
This record from OMol25 describes C22H25BrMnN5O6Te as an isolated structure. The level of theory is wB97M-V/def2-TZVPD.

For the HOMO energy (alpha / beta), the calculation gives -0.29942 / -0.29913 Eh. The expectation value of S² is 6.049. As for the spin multiplicity: 5. The orbital gap (alpha / beta) is 6.261 / 6.929 eV. As for the LUMO energy (alpha / beta): -1.8863 / -1.2108 eV.

Element x y z (Å)
Mn: -0.290 0.219 -0.247
O: 3.011 5.805 0.924
C: 2.428 5.757 -0.177
O: 2.154 6.608 -1.026
C: 1.910 4.342 -0.484
C: 2.712 3.224 -0.262
C: 2.174 1.965 -0.365
N: 0.881 1.773 -0.669
C: 0.122 2.849 -0.985
C: 0.600 4.131 -0.926
C: -1.284 2.492 -1.374
O: -2.086 3.273 -1.797
O: -1.518 1.179 -1.244
H: 3.738 3.355 0.053
H: 2.762 1.077 -0.168
H: -0.037 4.963 -1.192
C: -1.164 -2.643 0.301
N: -1.672 -1.352 -0.282
C: -2.103 -1.634 -1.702
N: -3.100 -2.678 -1.756
C: -2.553 -3.895 -1.156
N: -2.168 -3.680 0.239
C: -3.351 -3.245 0.985
N: -3.913 -2.013 0.425
C: -2.913 -0.973 0.487
C: -4.267 -2.255 -0.976
H: -0.870 -2.455 1.331
H: -0.282 -2.936 -0.269
H: -1.214 -1.934 -2.258
H: -2.497 -0.710 -2.116
H: -1.676 -4.212 -1.724
H: -3.304 -4.684 -1.202
H: -3.075 -3.072 2.026
H: -4.106 -4.030 0.946
H: -2.622 -0.808 1.525
H: -3.297 -0.047 0.057
H: -4.674 -1.340 -1.408
H: -5.027 -3.036 -1.021
Br: -1.107 1.556 2.149
C: 0.727 1.996 2.499
C: 0.964 3.323 2.807
C: 2.256 3.731 3.108
C: 3.275 2.792 3.160
C: 3.015 1.470 2.849
C: 1.742 1.043 2.469
C: 1.661 -0.363 1.935
O: 2.460 -1.202 2.281
O: 0.700 -0.651 1.072
H: 0.154 4.038 2.789
H: 2.460 4.779 3.269
H: 4.281 3.102 3.407
H: 3.805 0.731 2.846
C: 2.378 -3.095 -0.670
Te: 1.902 -1.451 -1.941
C: 1.212 -2.632 -3.575
H: 1.880 -3.979 -1.063
H: 2.050 -2.869 0.341
H: 3.454 -3.238 -0.677
H: 0.398 -3.281 -3.258
H: 2.037 -3.225 -3.959
H: 0.861 -1.955 -4.350

---

The following relative energy (zero: lowest compared OMol25 entry of this formula, charge and spin) values (in kJ/mol) correspond, in order, to the records above: 53.2, 8.6.
The following E_tot values (in Eh) correspond, in order, to the records above: -6139.6925, -5571.6489.
The following maximum force values (in hartree/bohr) correspond, in order, to the records above: 0.082, 0.009.